# 1
C30H40Br2KN5O6S | the ωB97M-V functional and the def2-TZVPD basis

Geometry (Å):
K: 0.784 -0.349 0.948
O: 4.993 -0.691 0.972
C: 3.868 -0.750 0.455
O: 2.964 0.131 0.470
C: 3.563 -2.014 -0.417
C: 2.953 -1.588 -1.756
C: 2.978 -2.746 -2.767
C: 1.756 -3.581 -2.313
C: 1.361 -2.840 -1.036
O: 1.544 -1.460 -1.470
C: 2.478 -3.081 0.022
C: 2.050 -3.131 1.518
O: 2.689 -3.908 2.245
O: 1.059 -2.424 1.825
H: 4.531 -2.495 -0.563
H: 3.328 -0.638 -2.136
H: 3.917 -3.298 -2.709
H: 2.855 -2.384 -3.790
H: 1.990 -4.631 -2.135
H: 0.948 -3.519 -3.044
H: 0.338 -2.967 -0.686
H: 2.909 -4.068 -0.161
Br: 2.567 0.749 3.798
C: 1.342 2.177 3.426
Br: 2.120 3.639 2.371
H: 1.054 2.633 4.364
H: 0.462 1.779 2.905
C: -2.498 0.980 -2.277
C: -3.519 1.765 -1.761
C: -3.607 1.937 -0.393
C: -2.667 1.321 0.446
N: -1.636 0.652 -0.071
C: -1.575 0.457 -1.383
C: -2.814 1.338 1.950
C: -4.123 1.419 2.443
C: -4.363 1.398 3.811
C: -3.277 1.290 4.670
C: -1.990 1.194 4.147
C: -1.672 1.211 2.774
H: -2.402 0.784 -3.338
H: -4.244 2.235 -2.417
H: -4.391 2.546 0.036
H: -0.742 -0.145 -1.734
H: -4.972 1.468 1.767
H: -5.378 1.450 4.193
H: -3.441 1.261 5.745
H: -1.179 1.096 4.874
C: -3.721 -2.290 3.816
C: -3.534 -2.358 2.310
S: -1.812 -2.480 1.824
O: -1.839 -2.396 0.309
C: -1.481 -4.202 2.216
C: -2.086 -5.186 1.230
H: -4.753 -2.022 4.052
H: -3.083 -1.520 4.250
H: -3.501 -3.242 4.304
H: -3.843 -1.418 1.849
H: -4.095 -3.172 1.840
H: -1.843 -4.358 3.236
H: -0.392 -4.251 2.248
H: -3.151 -5.355 1.405
H: -1.574 -6.147 1.317
H: -1.967 -4.817 0.212
C: 0.528 3.579 -1.711
N: 1.059 4.528 -2.710
C: 2.484 4.724 -2.418
N: 3.249 3.480 -2.447
C: 2.661 2.560 -1.453
N: 1.243 2.311 -1.727
C: 1.130 1.733 -3.062
N: 1.686 2.618 -4.104
C: 0.963 3.890 -4.026
C: 3.088 2.878 -3.767
H: -0.532 3.398 -1.915
H: 0.619 4.019 -0.715
H: 2.578 5.173 -1.426
H: 2.900 5.419 -3.157
H: 2.758 2.991 -0.458
H: 3.197 1.614 -1.431
H: 0.078 1.565 -3.292
H: 1.646 0.772 -3.079
H: -0.092 3.708 -4.248
H: 1.370 4.573 -4.779
H: 3.512 3.548 -4.523
H: 3.638 1.934 -3.787

The LUMO energy comes out at 4.05 eV. For the gap between HOMO and LUMO, the calculation gives 0.2119 Ha. Its molar mass is 797.652 g/mol. The total energy is -218740.56982 eV. Its net charge is -2. The value obtained for the highest occupied orbital energy is -0.0632 Eh.

=====

# 2
C30H40BrClF15NO6P2S | the ωB97M-V functional and the def2-TZVPD basis

Geometry (Å):
C: -1.878 -4.493 1.198
C: -1.823 -3.133 0.545
F: -3.127 -2.761 0.207
C: -1.217 -2.068 1.447
C: -1.522 -0.677 0.938
C: -0.610 -0.009 0.079
C: 0.682 -0.662 -0.352
C: 1.944 -0.036 0.270
C: 3.124 -1.006 0.307
C: 3.621 -1.415 -1.073
F: 3.151 -0.615 -2.058
F: 3.244 -2.690 -1.361
C: 5.156 -1.381 -1.198
F: 5.713 -2.245 -0.364
F: 5.523 -1.702 -2.435
F: 5.619 -0.165 -0.938
C: -0.937 1.285 -0.366
Br: 0.254 2.152 -1.585
C: -2.118 1.970 -0.003
P: -2.670 3.659 -0.608
N: -1.383 4.647 -0.076
O: -2.390 3.529 -2.220
C: -2.991 1.270 0.847
C: -2.716 -0.032 1.298
C: -3.758 -0.658 2.185
O: -3.476 -1.346 3.123
C: -5.181 -0.297 1.858
P: -6.569 -1.483 2.147
O: -5.987 -2.421 3.335
Cl: -6.307 -2.767 0.536
C: -5.421 0.939 1.411
C: -6.754 1.510 1.004
C: -7.171 0.943 -0.363
C: -8.578 1.215 -0.893
F: -9.162 0.069 -1.307
F: -8.459 2.000 -2.003
C: -9.597 1.992 -0.010
F: -10.582 2.397 -0.826
F: -9.035 3.084 0.502
S: -10.474 1.009 1.357
F: -11.316 0.247 0.267
F: -11.590 2.133 1.448
F: -9.653 1.766 2.485
F: -9.366 -0.113 1.310
F: -11.216 0.195 2.478
C: -4.262 1.873 1.335
O: -4.373 3.012 1.687
H: -2.736 -4.544 1.864
H: -0.980 -4.689 1.778
H: -1.994 -5.272 0.450
H: -1.268 -3.180 -0.393
H: -1.575 -2.193 2.459
H: -0.147 -2.233 1.464
H: 0.701 -1.722 -0.135
H: 0.741 -0.586 -1.438
H: 2.277 0.834 -0.280
H: 1.741 0.301 1.285
H: 3.941 -0.489 0.805
H: 2.883 -1.910 0.857
H: -1.659 5.149 0.759
H: -0.521 4.155 0.132
H: -1.578 3.990 -2.465
H: -5.431 -3.120 2.967
H: -6.582 2.577 0.891
H: -7.488 1.392 1.793
H: -6.482 1.326 -1.110
H: -7.031 -0.135 -0.368
C: 1.837 3.494 2.829
C: 2.762 2.443 3.419
O: 3.653 1.873 2.476
C: 4.556 2.771 1.854
C: 5.493 3.473 2.821
H: 1.324 3.080 1.960
H: 1.095 3.804 3.566
H: 2.377 4.385 2.506
H: 2.170 1.606 3.791
H: 3.309 2.847 4.277
H: 4.011 3.503 1.246
H: 5.137 2.160 1.163
H: 4.959 4.153 3.486
H: 6.228 4.059 2.270
H: 6.018 2.744 3.440
C: 9.934 -4.667 -5.275
C: 10.693 -3.666 -4.420
O: 10.603 -2.331 -4.879
C: 9.300 -1.779 -4.921
C: 8.608 -1.719 -3.570
H: 10.237 -4.583 -6.319
H: 10.136 -5.681 -4.932
H: 8.855 -4.510 -5.227
H: 11.757 -3.904 -4.440
H: 10.374 -3.735 -3.373
H: 8.678 -2.318 -5.646
H: 9.429 -0.769 -5.309
H: 8.393 -2.714 -3.178
H: 7.662 -1.187 -3.657
H: 9.237 -1.202 -2.843

The LUMO energy comes out at -1.15 eV. For the gap between HOMO and LUMO, the calculation gives 0.2863 Ha. The SMILES is C[C@@H](F)Cc1c(CCCC(F)(F)C(F)(F)F)c(Br)c(P(N)O)c2c1C(=O)C(P(O)Cl)=C(CCC(F)(F)C(F)(F)S(F)(F)(F)(F)F)C2=O.CCOCC.CCOCC. Its molar mass is 1004.993 g/mol. The total energy is -198274.52988 eV. The value obtained for the highest occupied orbital energy is -0.3286 Eh.

=====

> Which of these has the highest LUMO energy?

C30H40Br2KN5O6S